# 1
C43H27FeN3O5S3 | the ωB97M-V functional and the def2-TZVPD basis

Its charge is -2. The value obtained for the orbital gap (spin up / spin down) is 5.04 / 5.06 eV.

CARTESIAN COORDINATES (ANGSTROEM)
Fe: -0.3982 0.6937 0.3475
S: 4.2791 -4.5554 -0.1935
S: -7.0821 -1.0091 -1.1700
S: 2.0158 1.5479 1.9611
O: -2.5459 4.9711 -1.0535
O: -1.1463 5.7512 3.5363
O: -2.5770 2.7496 -1.3968
O: -1.2582 0.7150 4.2549
O: -0.9300 -0.0422 2.1678
N: 0.4453 -1.0741 0.0583
N: -2.0330 -0.2893 -0.2388
N: -1.3640 2.3793 1.1476
C: 4.6013 -2.0969 0.4033
C: 0.0969 -0.8474 -4.2212
C: 2.4299 2.4989 -3.1664
C: -0.0958 -0.2237 -3.0189
C: 4.2084 0.2621 3.0115
C: 2.1748 3.1367 -1.9852
C: -8.0413 0.3819 -1.4523
C: 0.5036 1.4642 -1.2859
C: -1.1217 3.3571 3.3239
C: 1.8825 0.6713 -4.7309
C: -5.6437 -0.0671 -0.9959
C: 2.1792 -2.7146 -0.0575
C: 1.1221 -0.4060 -5.0865
C: -2.2826 3.7850 -0.7750
C: -0.4604 -2.0467 -0.1808
C: -1.1763 2.2741 2.4742
C: 2.8444 -2.0491 3.6491
C: 2.1626 -0.9817 3.0858
C: -1.1009 0.8633 3.0440
C: -4.3369 -0.6851 -0.7361
C: 2.8280 0.2108 2.7309
C: -0.1139 -3.3847 -0.3581
C: 5.8677 -4.0195 0.1589
C: -1.1649 -4.3295 -0.6209
C: 1.7167 -1.3884 0.0982
C: 4.2103 -1.9795 3.9083
C: -2.4534 -3.9320 -0.7348
C: -1.5714 4.7393 1.4343
C: -1.8147 -1.6221 -0.3237
C: 1.6853 1.3437 -3.4964
C: 1.2510 -3.7068 -0.2847
C: 4.8806 -0.8038 3.5905
C: -4.1149 -2.0437 -0.8048
C: -1.6593 3.6009 0.6484
C: -3.2473 0.1625 -0.4352
C: 3.6180 -2.9781 0.0601
C: -7.2918 1.5158 -1.4176
C: 1.2313 2.6213 -1.0722
C: -5.9181 1.2614 -1.1587
C: -1.2578 4.6172 2.7751
C: 0.7047 0.8640 -2.5795
C: -2.8191 -2.5469 -0.6091
C: 5.8884 -2.6945 0.4605
H: -9.1002 0.2891 -1.6309
H: -7.6954 2.5046 -1.5808
H: -1.7984 5.6913 0.9783
H: -4.9195 -2.7304 -1.0479
H: -0.9146 -0.5245 -2.3845
H: 5.9458 -0.7177 3.7854
H: -5.1588 2.0323 -1.1343
H: 2.2933 -2.9511 3.8966
H: 4.7381 -2.8194 4.3455
H: 1.0948 -1.0425 2.9123
H: 6.6956 -4.7093 0.1309
H: 3.1795 2.8659 -3.8610
H: 1.2881 -0.9050 -6.0353
H: 2.7223 4.0376 -1.7258
H: -0.8634 5.4819 4.4164
H: -0.5477 -1.6679 -4.5176
H: -3.2323 -4.6556 -0.9475
H: 2.3815 -0.5526 0.2834
H: 2.6532 1.0429 -5.4005
H: -0.9013 -5.3743 -0.7399
H: 6.7840 -2.1543 0.7316
H: 1.5594 -4.7401 -0.4054
H: 4.7439 1.1698 2.7562
H: -3.3324 1.2401 -0.4107
H: 4.4140 -1.0616 0.6506
H: -0.9558 3.1750 4.3785
H: 1.1189 3.1544 -0.1331

***

# 2
C46H37FeN2O6P2S | the ωB97M-V functional and the def2-TZVPD basis

Its charge is -1. The value obtained for the orbital gap (spin up / spin down) is 6.42 / 6.27 eV. Its expectation value of S² is 6.027. Its multiplicity is 5.

CARTESIAN COORDINATES (ANGSTROEM)
Fe: -1.1212 0.0142 -0.5146
S: -2.5164 1.8888 -0.4603
P: -0.8190 0.0621 1.9883
P: 1.3861 -0.0939 -0.4875
O: -0.2667 -1.2799 -9.4865
O: -4.3362 -2.4938 -0.5082
O: -2.4785 -0.3348 -3.6710
O: -0.5321 -0.2151 -2.5433
O: -2.4785 -1.3268 -0.4091
O: -1.9866 -1.9099 -8.3504
N: 2.0168 -0.2479 2.2623
N: -0.9326 -1.3202 -8.4665
C: 4.9917 -0.1066 5.2393
C: -4.5984 -0.1416 -0.3717
C: 3.3614 0.8835 -2.2601
C: -3.3395 -1.3744 4.9178
C: -0.3006 -0.7718 -7.2142
C: 0.9883 -0.2869 -7.3115
C: 3.9853 0.8079 3.2430
C: 2.4542 -3.5231 -2.4077
C: -1.9522 2.4639 2.8323
C: 3.2880 -4.1625 -1.4995
C: -0.4517 -0.2849 -4.8953
C: 0.3081 2.1331 3.5645
C: -0.8385 4.1700 4.1167
C: -2.4310 -2.1597 2.4130
C: -6.9160 0.6012 -0.1485
C: 3.8680 1.8289 -3.1430
C: 2.2479 0.4904 1.0380
C: 3.0028 -0.1920 3.2477
C: 0.8473 0.2039 -4.9585
C: -1.2667 -0.2789 -3.5889
C: -1.0427 -0.7793 -6.0557
C: -3.7653 -1.4129 -0.4525
C: 1.5615 0.2133 -6.1513
C: 1.8948 -2.2934 -2.1008
C: 2.1304 1.0906 -1.6494
C: -2.0079 -0.9456 2.9526
C: -5.9699 -0.3964 -0.2542
C: 4.9634 0.8376 4.2270
C: 0.7144 -0.8078 2.6104
C: 2.1850 -1.6841 -0.8798
C: -6.4857 1.9216 -0.1625
C: 0.2997 3.3826 4.1757
C: -2.4662 -0.5618 4.2101
C: 3.5704 -3.5670 -0.2804
C: 1.9198 3.1970 -2.7963
C: -0.8139 1.6581 2.8894
C: -3.3028 -2.9721 3.1247
C: 4.0192 -1.0978 5.2501
C: 3.0431 -1.1518 4.2717
C: 3.0215 -2.3279 0.0301
C: -4.1575 1.1996 -0.3801
C: -5.1415 2.2011 -0.2753
C: 3.1483 2.9842 -3.4098
C: -1.9633 3.7053 3.4486
C: -3.7590 -2.5808 4.3746
C: 1.4082 2.2505 -1.9229
H: 3.5389 3.7156 -4.1054
H: -2.8528 4.3182 3.3906
H: 4.8208 1.6545 -3.6267
H: 3.2475 -1.8693 0.9816
H: -7.9668 0.3588 -0.0593
H: -2.8273 2.1322 2.2875
H: 1.5093 -0.3010 -8.2561
H: 5.7057 1.6256 4.2006
H: 1.2012 1.5348 3.6386
H: -3.6469 -3.8931 2.6747
H: 5.7542 -0.0733 6.0048
H: 1.2929 0.5811 -4.0482
H: -7.1943 2.7383 -0.0847
H: -6.2596 -1.4374 -0.2538
H: 0.4228 2.3973 -1.4923
H: 0.5973 -1.8337 2.2309
H: 3.7131 -5.1282 -1.7413
H: 4.0250 -1.8545 6.0245
H: 0.6478 -0.8663 3.6972
H: 2.2246 -3.9903 -3.3565
H: 3.9156 -0.0275 -2.0666
H: -4.8084 3.2310 -0.2843
H: 1.3458 4.0874 -3.0138
H: -2.1487 0.3792 4.6421
H: -3.6970 -1.0584 5.8892
H: 3.3187 0.4769 0.8195
H: -0.8498 5.1448 4.5874
H: 1.1839 3.7280 4.6952
H: 1.9558 1.5507 1.1238
H: -4.4550 -3.2073 4.9176
H: 1.2180 -1.8053 -2.7927
H: -2.0584 -1.1435 -6.0243
H: -2.1382 -2.4459 1.4112
H: 4.2163 -4.0596 0.4349
H: 3.9727 1.5768 2.4861
H: 2.5687 0.6105 -6.1774
H: 2.3195 -1.9532 4.2846

***

Question: What is the formula in the first record?
Answer: C43H27FeN3O5S3